One molecule with the formula C3H4N4 in a non-equilibrium geometry, computed with ωB97M-V/def2-TZVPD.

```
11
Properties=species:S:1:pos:R:3:forces:R:3
C 1.752253 0.104480 -0.014263 -3.18 0.60 0.62
C 2.939422 0.426182 0.132305 6.14 -0.63 -0.25
C -2.804832 -0.475419 -0.031850 0.39 1.04 0.64
N 0.521838 0.341640 0.060020 0.02 0.07 -0.31
N -0.631493 -0.013189 0.191494 -0.31 -1.05 -0.66
N 4.213725 0.402549 0.258150 -2.61 0.36 0.40
N -1.755359 0.501933 0.265600 1.00 1.11 0.22
H -3.232874 -0.085243 -0.974150 -0.20 -0.66 0.46
H -2.268575 -1.425081 -0.139752 -1.02 -0.26 0.00
H -3.510733 -0.355685 0.824938 0.19 -0.75 -0.94
H 4.776624 0.577830 -0.572496 -0.41 0.17 -0.17
```
Positions in Å, forces in eV/Å.

structure (SMILES)	C/N=N/N=C=C=N
highest occupied orbital energy	-8.13	eV
energy above the lowest of the compared OMol25 structures with the same formula, charge and spin	167.0	kcal per mole

Atom-resolved charges from natural (NBO), all expressed in e: number 1, C, carries 0.02; number 2, C, carries 0.24; number 3, C, carries -0.44; number 4, N, carries -0.06; number 5, N, carries 0.10; number 6, N, carries -0.60; number 7, N, carries -0.25; number 8, H, carries 0.21; number 9, H, carries 0.20; number 10, H, carries 0.21; number 11, H, carries 0.36